*i*
CH11CdO8 | ωB97M-V/def2-TZVPD

Computed properties:
Lowest unoccupied orbital energy in eV: -3.6
Frontier orbital gap in eV: 9.30
HOMO energy in eV: -12.87

Structure (ORCA input):
```
! wB97M-V def2-TZVPD RIJCOSX def2/J DEFGRID3
* xyz 1 1
Cd -0.0743 0.1720 -0.0772
C -0.4404 -0.3733 2.3807
O 0.1929 0.6288 2.1142
O -0.9635 -0.6058 3.6105
O -0.8053 -1.1894 1.4991
H -0.5878 -0.0499 4.3248
O 1.1204 0.5340 -2.0602
H 1.8544 -0.0708 -2.2701
H 0.7448 0.8392 -2.9061
O -0.2883 -2.0028 -1.0866
H 0.6089 -2.3206 -1.2506
H -0.9524 -2.5149 -1.5005
O -2.0795 0.4066 -1.0413
H -2.8462 -0.1377 -0.8297
H -2.3247 0.9468 -1.8262
O -0.1112 2.4873 -0.2430
H -0.3422 3.1897 -0.8408
H 0.7154 2.7665 0.2342
O 1.9276 -0.8543 0.2753
H 1.8004 -1.3248 1.1222
H 2.8512 -0.5266 0.3714
*
```

=====

*ii*
CH11CdO8 | ωB97M-V/def2-TZVPD

Computed properties:
Lowest unoccupied orbital energy in eV: -3.9
Frontier orbital gap in eV: 8.55
HOMO energy in eV: -12.45

Structure (ORCA input):
```
! wB97M-V def2-TZVPD RIJCOSX def2/J DEFGRID3
* xyz 1 1
Cd 0.2033 -0.1305 0.0590
C -2.3507 0.0575 -0.8420
O -1.4907 1.0235 -0.8790
O -3.5777 0.2005 -1.3920
O -1.9077 -1.0285 -0.5480
H -3.8177 1.1035 -1.5470
O 1.2963 2.1675 -0.3050
H 1.1513 2.4105 -1.2310
H 1.3183 2.9945 0.1680
O 0.5863 -2.3125 0.5200
H -0.0327 -2.9735 0.2910
H 1.4173 -2.8115 0.4230
O 0.8603 -0.7275 -2.0260
H 0.3033 -1.3865 -2.4700
H 1.7693 -0.9455 -1.8380
O -0.7387 0.4845 2.0030
H -0.9027 1.3605 2.3190
H -0.8027 -0.1395 2.6860
O 1.9583 -0.0625 1.6860
H 2.7193 -0.1795 1.0670
H 2.0373 0.8955 1.8560
*
```

=====

Computed stability ranking, most favorable first: *i*, *ii*

=====

*i*
CH2Cl2N2 | ωB97M-V/def2-TZVPD

Computed properties:
Lowest unoccupied orbital energy (spin up / spin down) in eV: -0.6 / -0.6
Frontier orbital gap (spin up / spin down) in eV: 8.17 / 8.17
HOMO energy (spin up / spin down) in eV: -8.82 / -8.81

Structure (ORCA input):
```
! wB97M-V def2-TZVPD RIJCOSX def2/J DEFGRID3
* xyz 0 1
C -0.8320 -0.3045 -0.7658
N 0.2437 1.1235 0.9952
N 0.1137 0.2751 0.0055
Cl 1.1848 0.6251 2.3056
Cl 1.7095 -0.5764 -0.4654
H -0.5077 -0.9366 -1.6323
H -1.9118 -0.2062 -0.4428
*
```

=====

*ii*
CH2Cl2N2 | ωB97M-V/def2-TZVPD

Computed properties:
Lowest unoccupied orbital energy (spin up / spin down) in eV: -0.8 / -0.5
Frontier orbital gap (spin up / spin down) in eV: 8.07 / 7.78
HOMO energy (spin up / spin down) in eV: -8.83 / -8.26

Structure (ORCA input):
```
! wB97M-V def2-TZVPD RIJCOSX def2/J DEFGRID3
* xyz 0 1
C 0.2965 -0.5830 0.2610
N 0.8062 0.8447 -1.6052
N -0.1280 0.2298 1.2230
Cl -0.9566 -1.6873 -0.1599
Cl 0.4354 -0.0686 -2.8217
H 0.4975 1.0591 1.2742
H -0.9511 0.2053 1.8286
*
```

=====

Computed stability ranking, most favorable first: *i*, *ii*

=====

*i*
CH2Cl2N2 | ωB97M-V/def2-TZVPD

Computed properties:
SMILES: N/C(Cl)=N/Cl
Lowest unoccupied orbital energy in eV: 0.2
Frontier orbital gap in eV: 10.26
HOMO energy in eV: -10.10

Structure (ORCA input):
```
! wB97M-V def2-TZVPD RIJCOSX def2/J DEFGRID3
* xyz 0 1
C 0.1100 -0.1205 -0.0316
N 0.5921 -1.2702 -0.1570
N -0.6944 0.7313 -0.7604
Cl 0.9261 1.0779 1.3711
Cl 1.5814 -2.0766 0.9059
H -1.4405 0.1597 -1.1146
H -1.0747 1.4985 -0.2135
*
```

=====

*ii*
CH2Cl2N2 | ωB97M-V/def2-TZVPD

Computed properties:
SMILES: [H]/N=C/N(Cl)Cl
Lowest unoccupied orbital energy in eV: 0.0
Frontier orbital gap in eV: 9.73
HOMO energy in eV: -9.69

Structure (ORCA input):
```
! wB97M-V def2-TZVPD RIJCOSX def2/J DEFGRID3
* xyz 0 1
C -0.6711 -0.0786 0.4740
N -0.3459 -1.1630 -0.0381
N -2.0103 0.0820 1.1042
Cl -2.8023 -1.4403 1.3593
Cl -2.0011 1.0625 2.5235
H -0.1706 0.8889 0.4932
H 0.5313 -1.1626 -0.5460
*
```

=====

Computed stability ranking, most favorable first: *i*, *ii*